1.
DFT (ωB97M-V/def2-TZVPD) results for C30H54CaF6O27P as an isolated structure.

Results
LUMO = -3.1581 eV
Relative energy (zero: lowest compared OMol25 entry of this formula, charge and spin) = 0.000 eV
Total charge = +1
Maximum force = 1.25 eV/A

Each line ends with the Löwdin charge.
Cartesian coordinates (Å):
Ca1 0.859 -2.864 1.225  1.6053
P1 -0.172 -0.092 -0.259  0.2163
F1 0.239 0.328 -1.738  -0.1296
F2 0.203 -1.682 -0.604  -0.2621
F3 1.365 0.136 0.220  -0.1412
F4 -0.488 -0.619 1.267  -0.1858
F5 -0.611 1.388 0.133  -0.0999
F6 -1.677 -0.431 -0.681  -0.1116
C1 -2.044 2.726 2.815  -0.0203
C2 -3.178 1.920 3.372  -0.2898
C3 -4.591 2.481 3.182  -0.0842
O1 -5.357 1.352 2.815  0.0856
C4 -4.539 0.351 2.426  -0.5916
O2 -4.886 -0.655 1.899  0.1587
O3 -3.263 0.647 2.674  0.0648
H1 -1.994 3.744 3.197  0.1040
H2 -2.113 2.776 1.723  0.0832
H3 -1.099 2.206 2.987  0.0586
H4 -3.008 1.643 4.418  0.1527
H5 -4.627 3.238 2.397  0.1395
H6 -4.923 2.927 4.118  0.1400
C5 -2.922 3.270 -2.123  -0.0106
C6 -3.128 1.798 -2.338  -0.3100
C7 -4.416 1.202 -1.762  -0.0791
O4 -4.826 0.274 -2.769  0.0595
C8 -4.151 0.522 -3.923  -0.5709
O5 -4.323 -0.082 -4.922  0.1730
O6 -3.280 1.536 -3.756  0.0973
H7 -2.629 3.482 -1.096  0.0858
H8 -3.823 3.834 -2.384  0.0973
H9 -2.173 3.663 -2.814  0.0744
H10 -2.286 1.196 -2.006  0.1059
H11 -5.200 1.934 -1.576  0.1356
H12 -4.185 0.635 -0.861  0.1158
C9 1.723 1.847 3.241  -0.0360
C10 2.325 2.614 2.101  -0.3030
C11 1.351 3.443 1.234  -0.0930
O7 2.039 4.655 1.029  0.0633
C12 3.069 4.767 1.918  -0.5598
O8 3.685 5.759 2.080  0.1825
O9 3.245 3.602 2.581  0.1012
H13 1.185 2.511 3.925  0.0914
H14 2.425 1.274 3.851  0.0898
H15 1.027 1.084 2.880  0.0650
H16 2.860 1.919 1.448  0.1336
H17 0.380 3.576 1.716  0.1165
H18 1.215 2.916 0.291  0.1023
C13 5.093 -3.447 1.231  -0.0009
O10 5.027 -2.858 -0.068  0.0546
C14 3.865 -2.589 -0.610  -0.5949
O11 2.764 -2.850 -0.134  -0.0611
O12 4.036 -2.009 -1.756  0.0532
C15 2.847 -1.634 -2.519  0.0289
H19 5.789 -4.275 1.171  0.1056
H20 4.112 -3.796 1.553  0.0784
H21 5.425 -2.702 1.951  0.1064
H22 2.297 -0.850 -2.010  0.0508
H23 2.207 -2.510 -2.612  0.0940
H24 3.234 -1.331 -3.482  0.1153
C16 4.798 5.728 -1.202  -0.0111
O13 4.264 4.509 -0.678  -0.0098
C17 3.856 3.599 -1.549  -0.6072
O14 3.629 3.765 -2.710  0.1460
O15 3.675 2.458 -0.869  0.0006
C18 3.257 1.321 -1.611  -0.0540
H25 5.547 6.083 -0.503  0.0980
H26 4.012 6.454 -1.392  0.1039
H27 5.314 5.542 -2.148  0.0976
H28 3.867 0.483 -1.273  0.0929
H29 3.424 1.465 -2.678  0.1124
H30 2.207 1.132 -1.390  0.0454
C19 0.409 4.219 -7.109  -0.0337
O16 -0.264 3.985 -5.877  0.0132
C20 0.492 3.522 -4.888  -0.6066
O17 1.681 3.352 -4.903  0.1342
O18 -0.303 3.248 -3.855  0.0002
C21 0.359 2.625 -2.771  -0.0470
H31 0.997 5.133 -7.062  0.0995
H32 -0.374 4.317 -7.854  0.0949
H33 1.043 3.368 -7.353  0.0965
H34 0.920 3.356 -2.181  0.1095
H35 1.036 1.847 -3.113  0.0873
H36 -0.420 2.208 -2.135  0.0555
C22 -3.362 -2.828 -0.739  0.0289
O19 -3.384 -3.982 0.148  0.0510
C23 -2.435 -4.081 1.031  -0.6131
O20 -1.461 -3.357 1.159  -0.0455
O21 -2.684 -5.117 1.819  0.0297
C24 -1.643 -5.463 2.747  -0.0103
H37 -3.541 -1.933 -0.152  0.0802
H38 -4.153 -3.006 -1.454  0.1084
H39 -2.385 -2.761 -1.212  0.0895
H40 -1.529 -4.690 3.499  0.0757
H41 -0.710 -5.601 2.197  0.0749
H42 -1.958 -6.403 3.183  0.1089
C25 -0.731 -7.006 -0.551  0.0139
O22 0.382 -6.607 -1.355  0.0246
C26 0.832 -5.374 -1.211  -0.5842
O23 0.450 -4.597 -0.353  -0.0094
O24 1.729 -5.034 -2.088  0.0310
C27 2.005 -5.896 -3.190  0.0018
H43 -0.483 -6.908 0.504  0.0847
H44 -0.898 -8.052 -0.786  0.1098
H45 -1.641 -6.449 -0.769  0.1102
H46 1.109 -6.046 -3.793  0.1116
H47 2.433 -6.832 -2.849  0.1061
H48 2.705 -5.378 -3.841  0.1046
C28 0.399 0.021 5.845  -0.0045
O25 0.589 -0.965 4.814  0.0235
C29 -0.434 -1.631 4.327  -0.6134
O26 -0.283 -2.479 3.473  0.0018
O27 -1.596 -1.253 4.793  0.0209
C30 -2.751 -2.031 4.415  0.0246
H49 -0.312 -0.328 6.587  0.1027
H50 0.050 0.954 5.411  0.0862
H51 1.366 0.170 6.312  0.1058
H52 -2.696 -2.267 3.351  0.0906
H53 -3.623 -1.427 4.615  0.1019
H54 -2.765 -2.980 4.950  0.1086



2.
DFT (ωB97M-V/def2-TZVPD) results for C39H43ClMnP2Si2 as an isolated structure.

Results
Multiplicity = 5
LUMO (spin up / spin down) = -4.7451 / -3.1974 eV
Relative energy (zero: lowest compared OMol25 entry of this formula, charge and spin) = 3.830 eV
Total charge = +1
Maximum force = 3.45 eV/A

Each line ends with the Löwdin charge.
Cartesian coordinates (Å):
C1 1.192 -1.560 -0.214  -0.1540
C2 1.996 -0.984 -1.258  -0.1342
C3 2.884 -0.030 -0.648  -0.1214
H1 2.014 -1.309 -2.297  0.1228
C4 2.591 0.015 0.777  -0.1112
C5 1.548 -0.944 1.025  -0.1530
H2 1.156 -1.224 1.998  0.1066
H3 0.529 -2.414 -0.303  0.1271
H4 3.682 0.508 -1.163  0.1090
H5 3.051 0.655 1.534  0.1204
Mn1 0.835 0.593 -0.314  0.1766
Si1 4.713 3.792 -1.846  0.7211
C6 4.017 4.945 -3.197  -0.2695
C7 3.728 6.315 -3.016  -0.1457
H6 3.697 6.763 -2.013  0.0759
C8 3.439 7.143 -4.112  -0.0791
H7 3.179 8.193 -3.948  0.1107
C9 3.437 6.618 -5.405  -0.0821
H8 3.207 7.259 -6.264  0.1093
C10 3.680 5.249 -5.587  -0.0870
H9 3.610 4.827 -6.590  0.1064
C11 3.944 4.419 -4.494  -0.1122
H10 4.071 3.346 -4.637  0.0971
C12 5.846 5.075 -1.043  -0.2564
C13 7.062 5.266 -1.712  -0.1020
H11 7.325 4.615 -2.559  0.1031
C14 7.916 6.316 -1.353  -0.0807
H12 8.834 6.473 -1.918  0.1024
C15 7.594 7.173 -0.292  -0.0825
H13 8.254 8.002 -0.015  0.1053
C16 6.401 6.960 0.412  -0.0689
H14 6.119 7.591 1.265  0.1067
C17 5.531 5.930 0.010  -0.0938
H15 4.586 5.827 0.541  0.0758
H16 5.410 2.656 -2.426  0.0380
Si2 1.465 5.507 -1.191  0.8475
C18 2.633 4.355 -0.236  -0.3946
C19 3.393 3.159 -0.739  -0.4014
H17 2.832 2.439 -1.343  0.0586
C20 4.417 2.560 0.132  -0.1976
H18 5.020 1.718 -0.222  0.1026
C21 4.564 2.992 1.443  -0.0923
H19 5.357 2.565 2.070  0.1234
C22 3.688 3.936 1.954  -0.1022
H20 3.752 4.227 3.005  0.1102
C23 2.717 4.555 1.144  -0.2229
H21 1.997 5.239 1.599  0.1025
C24 0.940 4.514 -2.706  -0.3236
C25 1.007 3.114 -2.773  -0.1698
H22 1.055 2.528 -1.840  0.0165
C26 0.966 2.435 -3.991  -0.1064
H23 1.136 1.358 -4.024  0.0916
C27 0.717 3.149 -5.165  -0.0878
H24 0.744 2.628 -6.125  0.1091
C28 0.416 4.508 -5.079  -0.0845
H25 0.164 5.071 -5.975  0.1100
C29 0.483 5.186 -3.859  -0.0960
H26 0.234 6.246 -3.794  0.1073
H27 0.243 5.704 -0.489  -0.0643
Cl1 0.528 2.574 0.740  0.3167
C30 -2.402 1.981 1.829  -0.2534
P1 -1.366 0.509 1.504  0.8657
C31 -1.077 -0.121 3.185  -0.2399
C32 -2.636 -0.595 0.780  -0.3775
C33 -3.685 -1.132 1.524  -0.0757
C34 -4.725 -1.809 0.874  -0.0504
C35 -4.703 -1.942 -0.520  -0.0492
C36 -3.641 -1.401 -1.263  -0.0684
C37 -2.598 -0.726 -0.625  -0.3576
P2 -1.225 0.141 -1.501  0.8834
C38 -0.939 -0.958 -2.929  -0.2395
C39 -2.090 1.603 -2.184  -0.2003
H28 -1.766 2.837 2.089  0.0185
H29 -3.083 1.756 2.665  0.0595
H30 -3.001 2.247 0.949  0.0493
H31 -1.812 0.325 3.868  0.0548
H32 -1.161 -1.214 3.197  0.0597
H33 -0.065 0.181 3.486  0.0494
H34 -3.711 -1.016 2.608  0.1112
H35 -5.555 -2.221 1.461  0.1191
H36 -5.519 -2.463 -1.024  0.1160
H37 -3.650 -1.509 -2.353  0.1091
H38 -1.805 -0.959 -3.607  0.0538
H39 -0.049 -0.627 -3.479  0.0304
H40 -0.766 -1.981 -2.570  0.0574
H41 -2.893 1.285 -2.862  0.0625
H42 -2.529 2.194 -1.371  0.0468
H43 -1.381 2.239 -2.733  0.0321



3.
DFT (ωB97M-V/def2-TZVPD) results for a 11-piece molecular cluster, C23H68O11 overall.

Results
LUMO = 0.2318 eV
Relative energy (zero: lowest compared OMol25 entry of this formula, charge and spin) = 1.331 eV
Maximum force = 2.53 eV/A

Each line ends with the Löwdin charge.
Cartesian coordinates (Å):
C1 3.581 0.950 3.133  -0.0481
C2 3.987 1.622 1.816  -0.4910
C3 4.029 3.125 2.002  -0.0596
O1 5.312 1.277 1.371  -0.0621
H1 2.730 1.405 3.635  0.0800
H2 4.441 0.992 3.806  0.0890
H3 3.346 -0.088 2.885  0.0570
H4 3.315 1.317 1.004  0.1098
H5 4.551 3.647 1.201  0.0742
H6 4.509 3.296 2.966  0.0827
H7 3.021 3.552 1.972  0.0834
H8 5.632 0.524 1.883  0.0775
C4 2.468 -2.088 0.702  -0.0531
C5 3.140 -3.437 0.413  -0.4712
C6 4.561 -3.494 0.956  -0.0414
O2 2.313 -4.505 0.866  -0.0536
H9 3.193 -1.278 0.595  0.0726
H10 1.949 -2.106 1.664  0.0681
H11 1.694 -1.823 -0.025  0.0536
H12 3.139 -3.474 -0.679  0.1327
H13 5.202 -3.901 0.165  0.0788
H14 4.746 -4.282 1.691  0.0808
H15 4.947 -2.529 1.269  0.0669
H16 2.229 -4.380 1.821  0.0888
C7 1.556 -0.967 -3.256  -0.0578
C8 2.164 -0.856 -4.609  -0.5001
C9 1.423 -1.607 -5.733  -0.0411
O3 2.389 0.496 -5.002  -0.0441
H17 0.695 -0.295 -3.155  0.0781
H18 2.303 -0.614 -2.539  0.0751
H19 1.176 -1.937 -2.939  0.0842
H20 3.159 -1.337 -4.585  0.1347
H21 0.358 -1.370 -5.714  0.0664
H22 1.571 -2.661 -5.481  0.0819
H23 1.834 -1.359 -6.709  0.0753
H24 2.970 0.478 -5.765  0.0937
C10 -1.892 -3.776 2.176  -0.0514
C11 -1.673 -2.736 1.101  -0.4617
C12 -1.106 -3.247 -0.234  -0.0248
O4 -2.943 -2.114 0.794  -0.0767
H25 -2.181 -3.378 3.149  0.0791
H26 -1.203 -4.611 2.301  0.0892
H27 -2.819 -4.305 1.891  0.0833
H28 -1.001 -1.986 1.530  0.1056
H29 -0.055 -3.513 -0.085  0.0636
H30 -1.251 -2.547 -1.049  0.0737
H31 -1.606 -4.211 -0.376  0.0874
H32 -3.547 -2.858 0.667  0.0915
C13 -2.931 3.184 4.541  -0.0553
C14 -2.707 2.084 3.516  -0.5027
C15 -1.324 2.165 2.919  -0.0580
O5 -2.954 0.789 4.047  -0.0420
H33 -3.978 3.298 4.820  0.0773
H34 -2.635 4.153 4.138  0.0822
H35 -2.286 2.998 5.403  0.0841
H36 -3.439 2.308 2.725  0.1271
H37 -0.524 2.239 3.665  0.0841
H38 -1.191 3.019 2.257  0.0875
H39 -1.138 1.213 2.415  0.0541
H40 -2.550 0.141 3.464  0.0630
C16 -4.874 1.930 -1.376  -0.0457
C17 -4.664 0.718 -0.567  -0.4606
C18 -5.699 -0.388 -0.815  -0.0376
O6 -3.373 0.168 -0.937  -0.1037
H41 -5.821 2.419 -1.147  0.0929
H42 -4.846 1.660 -2.436  0.0927
H43 -4.080 2.654 -1.182  0.0831
H44 -4.650 0.977 0.502  0.1416
H45 -5.729 -0.705 -1.858  0.0858
H46 -6.663 0.031 -0.510  0.0863
H47 -5.565 -1.297 -0.227  0.0687
H48 -3.313 -0.704 -0.510  0.0632
C19 -1.281 4.101 -2.193  -0.1602
O7 -0.312 4.113 -1.146  -0.1425
H49 -2.170 4.652 -1.869  0.0708
H50 -0.922 4.623 -3.083  0.0736
H51 -1.445 3.066 -2.501  0.0697
H52 -0.554 3.354 -0.593  0.0234
C20 0.036 0.675 -0.256  -0.1164
O8 -1.097 1.527 -0.229  -0.1584
H53 -0.167 -0.075 -1.024  0.0705
H54 0.916 1.280 -0.480  0.0759
H55 0.181 0.243 0.744  0.0589
H56 -1.920 1.030 -0.368  0.0437
C21 3.738 2.616 -1.765  -0.1423
O9 3.714 2.748 -3.194  -0.1261
H57 3.083 1.763 -1.564  0.0569
H58 4.724 2.383 -1.354  0.0712
H59 3.394 3.552 -1.328  0.0787
H60 3.257 1.994 -3.569  0.0248
C22 0.443 -1.133 4.069  -0.1738
O10 1.194 -2.002 4.892  -0.1036
H61 0.929 -0.733 3.178  0.0517
H62 -0.364 -1.719 3.594  0.0548
H63 -0.040 -0.335 4.640  0.0825
H64 0.552 -2.397 5.488  0.0795
C23 -2.907 -0.729 -4.709  -0.1636
O11 -2.381 0.075 -3.665  -0.1340
H65 -3.196 -1.751 -4.458  0.0765
H66 -3.713 -0.184 -5.212  0.0752
H67 -2.124 -0.805 -5.469  0.0630
H68 -2.987 0.003 -2.912  0.0310



4.
DFT (ωB97M-V/def2-TZVPD) results for one molecule with the formula C8H10N4O3.

Results
LUMO (spin up / spin down) = -1.0214 / -1.0216 eV
Relative energy (zero: lowest compared OMol25 entry of this formula, charge and spin) = 1.370 eV
Maximum force = 5.60 eV/A

Each line ends with the Löwdin charge.
Cartesian coordinates (Å):
C1 -0.526 1.511 0.228  -0.2548
C2 -2.679 0.212 0.027  -0.4658
C3 -1.502 -1.757 0.100  -0.4714
C4 1.279 -0.442 -0.940  -0.4526
C5 1.508 0.281 0.382  -0.1833
C6 -1.289 2.743 0.139  0.0096
C7 1.874 -1.862 -1.098  -0.0128
C8 2.677 0.005 1.301  -0.0078
N1 0.733 1.317 0.671  0.1874
N2 -2.832 -1.071 0.088  0.2301
N3 -1.253 0.417 -0.022  0.0506
N4 -0.628 -0.764 -0.092  0.1053
O1 -3.511 1.103 -0.061  0.0832
O2 -1.307 -2.928 0.126  0.1015
O3 1.025 0.222 -1.946  0.0487
H1 -2.121 2.703 0.720  0.0436
H2 -1.540 2.871 -1.001  0.1543
H3 -0.708 3.670 0.306  0.1020
H4 2.141 -2.337 -0.197  0.0469
H5 2.681 -1.989 -1.899  0.1133
H6 1.013 -2.438 -1.549  0.0977
H7 3.188 1.000 1.454  0.1084
H8 3.350 -0.746 0.844  0.0791
H9 2.232 -0.357 2.265  0.1088
H10 -3.803 -1.365 0.157  0.1780